{
  "formula": "C33H20Cl5F6IrNO5P2S4",
  "method": "the ωB97M-V functional and the def2-TZVPD basis",
  "symbols": ["Ir", "S", "P", "C", "P", "S", "C", "C", "C", "C", "C", "C", "C", "C", "C", "C", "C", "C", "C", "C", "C", "C", "C", "C", "C", "C", "C", "C", "C", "C", "H", "H", "H", "H", "H", "H", "H", "H", "H", "H", "H", "H", "H", "H", "H", "H", "H", "H", "H", "H", "Cl", "C", "C", "Cl", "C", "Cl", "C", "O", "C", "Cl", "C", "Cl", "F", "C", "F", "F", "S", "O", "O", "N", "S", "O", "O", "C", "F", "F", "F"],
  "xyz": [[-0.328659, 0.647568, -0.446101], [-0.434052, 2.441410, 1.154685], [0.807447, 1.243448, 2.205429], [1.023067, 0.084643, 0.918975], [2.381420, -0.189640, -0.119323], [1.702355, 1.095310, -1.555859], [2.482842, -1.904289, -0.648722], [2.732131, -2.888409, 0.307258], [2.844135, -4.210192, -0.081925], [2.721928, -4.548994, -1.424906], [2.474969, -3.570372, -2.373197], [2.343021, -2.244725, -1.986487], [4.024234, 0.234434, 0.484636], [4.899064, 0.889151, -0.375028], [6.185597, 1.187993, 0.046688], [6.590640, 0.847768, 1.328676], [5.713576, 0.203774, 2.191912], [4.432621, -0.109964, 1.770229], [0.202034, 0.459123, 3.691738], [-0.568332, 1.193870, 4.587681], [-0.923499, 0.629233, 5.801513], [-0.500063, -0.653809, 6.118852], [0.260874, -1.386820, 5.220393], [0.605839, -0.836285, 3.997774], [2.286521, 2.143624, 2.724577], [2.905135, 2.994253, 1.808651], [4.071400, 3.652275, 2.156687], [4.614210, 3.479869, 3.424491], [3.993103, 2.648222, 4.343670], [2.832570, 1.973066, 3.994436], [2.827046, -2.629689, 1.355688], [3.023097, -4.977728, 0.659050], [2.809113, -5.584226, -1.727949], [2.357757, -3.838912, -3.414348], [2.115839, -1.478096, -2.715729], [4.573604, 1.175586, -1.368169], [6.867642, 1.693944, -0.623702], [7.591989, 1.089812, 1.660412], [6.025743, -0.049035, 3.196553], [3.748282, -0.599515, 2.453934], [-0.898233, 2.194046, 4.331318], [-1.538273, 1.186279, 6.495566], [-0.788922, -1.096055, 7.063175], [0.555193, -2.400403, 5.457127], [1.155887, -1.419622, 3.269063], [2.467466, 3.134689, 0.826725], [4.555000, 4.305534, 1.442369], [5.522348, 4.002455, 3.696895], [4.410369, 2.523476, 5.334377], [2.350814, 1.320358, 4.711335], [-3.698872, -1.192592, -6.482764], [-2.768519, -1.125355, -5.036456], [-2.509402, 0.091837, -4.426537], [-3.120954, 1.554007, -5.095847], [-1.748234, 0.134057, -3.265092], [-1.470304, 1.674039, -2.481582], [-1.209607, -1.015070, -2.668872], [-0.489739, -1.017032, -1.581813], [-1.514265, -2.244556, -3.294855], [-0.961683, -3.674195, -2.525155], [-2.270448, -2.295843, -4.452349], [-2.614629, -3.814905, -5.178302], [-3.972752, -4.122838, 2.641962], [-2.781294, -3.894699, 2.095517], [-1.890767, -4.720427, 2.656180], [-2.844886, -4.151984, 0.794409], [-2.239992, -2.157715, 2.385755], [-0.985727, -2.046126, 1.694851], [-2.291687, -1.992056, 3.803853], [-3.414250, -1.336864, 1.710901], [-3.365997, -0.748741, 0.276715], [-3.570048, -1.652075, -0.810051], [-2.347209, 0.295424, 0.051467], [-4.867550, 0.313534, 0.351562], [-5.946312, -0.431551, 0.551322], [-4.771787, 1.217936, 1.318562], [-4.982973, 0.941554, -0.818774]],
  "atomic_forces_ev_per_a": [[0.2, 0.3, -0.3], [0.0, 0.1, 0.0], [0.0, 0.3, 0.2], [-0.4, -0.2, 0.1], [0.3, 0.0, -0.5], [0.2, -0.1, 0.2], [-0.1, 0.0, 0.0], [0.0, 0.0, 0.0], [0.0, 0.0, 0.0], [0.0, 0.0, 0.0], [0.0, 0.0, 0.0], [0.1, 0.0, 0.0], [0.0, 0.0, 0.0], [0.0, 0.0, 0.0], [0.0, 0.0, 0.0], [0.0, 0.0, 0.0], [0.0, 0.0, 0.0], [0.0, 0.0, 0.0], [-0.1, 0.0, 0.0], [0.0, 0.0, 0.0], [0.0, 0.0, 0.0], [0.0, 0.0, 0.0], [0.0, 0.0, 0.0], [0.1, 0.0, 0.0], [0.0, -0.1, 0.0], [0.0, 0.0, 0.0], [0.0, 0.0, 0.0], [0.0, 0.0, 0.0], [0.0, 0.0, 0.0], [0.0, 0.0, 0.0], [0.0, 0.0, 0.0], [0.0, 0.0, 0.0], [0.0, 0.0, 0.0], [0.0, 0.0, 0.0], [0.0, 0.0, 0.0], [0.0, 0.0, 0.0], [0.0, 0.0, 0.0], [0.0, 0.0, 0.0], [0.0, 0.0, 0.0], [0.0, 0.0, 0.0], [0.0, 0.0, 0.0], [0.0, 0.0, 0.0], [0.0, 0.0, 0.0], [0.0, 0.0, 0.0], [0.0, 0.0, 0.0], [0.0, 0.0, 0.0], [0.0, 0.0, 0.0], [0.0, 0.0, 0.0], [0.0, 0.0, 0.0], [0.0, 0.0, 0.0], [0.0, 0.0, 0.0], [0.0, 0.0, 0.0], [0.0, 0.0, 0.0], [0.0, 0.0, 0.0], [0.0, -0.1, 0.0], [-0.1, -0.2, 0.1], [-0.1, 0.1, 0.0], [0.1, -0.2, -0.1], [0.0, 0.1, 0.0], [0.0, 0.0, 0.0], [0.0, 0.0, 0.0], [0.0, 0.0, 0.0], [0.0, 0.0, 0.0], [0.0, 0.0, 0.0], [0.0, 0.0, 0.0], [0.0, 0.0, 0.0], [-0.2, -0.1, 0.0], [0.0, 0.0, 0.0], [-0.1, 0.0, 0.0], [0.2, 0.2, 0.0], [-0.2, -0.1, -0.2], [0.1, -0.1, 0.0], [-0.1, -0.1, 0.6], [0.0, 0.0, 0.0], [0.0, 0.0, 0.0], [0.0, 0.0, 0.0], [0.0, 0.0, 0.0]],
  "total_charge": 0,
  "de_lowest_kcal_mol": 8.34,
  "s2": 0.759,
  "spin_multiplicity": 2,
  "lumo_ev": [-0.4, -1.9],
  "fmax_ev_per_a": 0.634,
  "homo_ev": [-8.0, -7.9],
  "e_tot_ev": -189948.4078
}

{
  "formula": "C16H40N8O17S",
  "method": "the ωB97M-V functional and the def2-TZVPD basis",
  "symbols": ["C", "N", "O", "O", "H", "H", "H", "C", "N", "O", "O", "H", "H", "H", "C", "N", "O", "O", "H", "H", "H", "C", "N", "O", "O", "H", "H", "H", "C", "N", "O", "O", "H", "H", "H", "C", "C", "O", "S", "O", "O", "O", "H", "H", "H", "H", "C", "O", "N", "C", "C", "H", "H", "H", "H", "H", "H", "H", "C", "O", "N", "C", "C", "H", "H", "H", "H", "H", "H", "H", "C", "O", "N", "C", "C", "H", "H", "H", "H", "H", "H", "H"],
  "xyz": [[7.539042, -1.767194, -5.380577], [6.918460, -0.426060, -5.361778], [7.531889, 0.575215, -5.758202], [5.801894, -0.294942, -4.878035], [6.854390, -2.447125, -4.873588], [8.489784, -1.720774, -4.849520], [7.708825, -2.064485, -6.415419], [0.366690, 1.272187, -2.614753], [0.796012, 2.321921, -1.651538], [0.916985, 2.040017, -0.448276], [1.182893, 3.406318, -2.023732], [0.483294, 1.732853, -3.595723], [-0.641421, 0.936514, -2.371657], [1.033001, 0.417583, -2.497318], [-6.856438, -0.480283, -6.052428], [-5.600794, -0.194227, -6.643136], [-4.755103, 0.310470, -5.935181], [-5.353085, -0.483070, -7.797441], [-6.825942, -0.315303, -4.975422], [-6.953604, -1.515409, -6.379787], [-7.684840, 0.145932, -6.383622], [-1.532644, 7.803136, 1.562754], [-2.001792, 9.139419, 2.060256], [-3.038419, 9.493529, 1.584897], [-1.373451, 9.770381, 2.928361], [-2.012323, 7.421091, 0.661623], [-1.909135, 7.111442, 2.316365], [-0.449579, 7.851237, 1.449785], [-7.736854, 3.922809, 0.538740], [-6.899538, 3.505098, -0.621690], [-7.401713, 3.608443, -1.706719], [-5.738308, 3.222293, -0.444451], [-7.343955, 3.593766, 1.500745], [-8.733487, 3.491367, 0.445561], [-7.722507, 4.983005, 0.285988], [-5.313637, -5.648437, 1.785901], [-6.821461, -5.404201, 1.499352], [-6.901928, -4.927200, 0.213867], [-5.408814, -4.597499, -0.496850], [-4.919800, -3.242611, -0.270969], [-5.377139, -5.107081, -1.860885], [-4.690847, -5.625803, 0.515706], [-5.009581, -6.595372, 2.231947], [-4.893138, -4.896067, 2.453163], [-7.115972, -4.684707, 2.263349], [-7.338168, -6.363430, 1.467749], [4.530920, -5.148170, 0.257828], [5.622545, -4.568685, 0.339416], [4.335777, -6.499934, 0.120924], [3.008060, -7.092770, 0.230512], [5.468242, -7.366108, -0.085432], [3.571491, -4.621927, 0.379308], [2.995675, -7.729646, 1.115004], [2.843461, -7.785907, -0.594461], [2.163831, -6.403319, 0.223573], [5.795956, -7.651106, 0.914315], [5.273977, -8.217850, -0.737279], [6.225273, -6.704622, -0.506639], [-3.907659, -0.479970, 6.872093], [-4.765796, -1.162864, 6.305368], [-2.617534, -0.346492, 6.495927], [-1.618948, 0.169979, 7.442423], [-2.159516, -0.845186, 5.158993], [-4.132467, -0.041586, 7.856720], [-0.971322, -0.687884, 7.623409], [-2.150678, 0.510345, 8.330966], [-0.966805, 0.942713, 7.035366], [-2.982328, -0.974078, 4.455804], [-1.306491, -0.345861, 4.699504], [-1.782518, -1.866675, 5.209280], [8.545806, 3.285519, -0.682355], [8.151459, 2.171877, -0.159429], [7.982688, 4.443643, -0.364415], [8.395181, 5.630883, -1.085447], [6.843090, 4.617960, 0.552743], [9.389419, 3.457268, -1.368659], [8.609090, 6.467911, -0.420816], [7.559669, 5.986530, -1.688390], [9.273054, 5.536998, -1.724677], [6.043028, 5.182768, 0.074216], [6.338996, 3.684430, 0.802795], [7.127629, 5.177072, 1.444106]],
  "atomic_forces_ev_per_a": [[0.1, -0.4, 0.0], [-0.6, 3.0, 0.5], [0.2, -2.0, 0.0], [0.4, -1.1, -0.3], [0.1, 0.2, -0.2], [-0.1, 0.2, -0.1], [0.0, 0.1, 0.1], [0.1, 0.2, -0.2], [1.7, 0.3, 2.9], [-1.0, -0.9, -1.3], [-0.6, 0.0, -1.5], [-0.3, -0.3, 0.1], [0.0, 0.3, -0.1], [0.1, 0.2, 0.1], [-1.8, -1.0, 0.7], [2.9, 1.6, -0.8], [0.1, 0.3, 0.8], [-1.1, -0.4, -0.3], [0.4, -0.4, -0.2], [-0.9, 0.0, 0.5], [0.4, -0.1, -0.7], [0.5, -0.4, 0.7], [0.9, 0.4, 0.6], [-1.2, 0.7, -0.4], [-0.5, -1.5, -1.5], [-0.1, 1.1, -0.2], [0.7, 0.0, 0.3], [-0.2, -0.3, 0.3], [-0.3, -0.2, -0.3], [0.6, -0.4, 0.3], [-0.8, 0.0, -0.9], [0.3, -0.3, 0.6], [0.5, 0.5, -0.4], [0.1, 0.2, -0.4], [-0.5, 0.2, 1.1], [0.3, -0.1, 0.4], [1.4, -1.2, 1.5], [1.0, 2.0, -2.8], [0.1, 0.1, -0.4], [-1.3, -2.2, 0.1], [-0.4, 0.6, 2.7], [0.6, 0.5, -1.3], [-0.6, -0.2, -0.2], [0.0, 0.4, -0.3], [-0.8, -0.1, -0.3], [-0.4, 0.2, 0.6], [1.1, 0.0, 0.6], [-1.7, -1.1, -0.5], [-1.0, 1.3, -0.7], [0.5, -0.7, -0.1], [0.4, 0.9, 0.6], [0.0, 0.1, -0.1], [-0.3, 0.1, 0.3], [0.0, 0.1, -0.3], [0.4, 0.3, 0.2], [0.4, -0.6, -0.2], [-0.2, 0.1, 0.1], [0.3, -0.4, -0.1], [-0.8, -1.7, -0.2], [1.0, 1.1, 0.1], [0.5, 0.7, -1.5], [-0.3, -0.9, -0.8], [-0.2, -1.0, 0.6], [0.2, 0.3, -0.1], [0.2, 0.1, 0.7], [0.3, -0.1, 0.0], [-0.4, 0.2, -0.2], [-0.2, 0.7, 0.2], [-0.4, 0.9, 0.4], [0.0, -0.3, 0.6], [-1.7, -4.1, 2.7], [1.9, 3.6, -2.3], [-0.3, 1.2, 0.0], [-0.6, 1.0, 0.1], [-0.2, -0.2, -0.5], [-0.1, -0.7, 0.0], [0.1, -0.1, 0.4], [0.0, 0.0, -0.3], [-0.1, -0.6, 0.1], [0.2, 0.3, -0.3], [0.7, -0.2, 0.1], [0.2, -0.2, 0.1]],
  "total_charge": 0,
  "de_lowest_kcal_mol": 74.81,
  "lumo_ev": 0.2,
  "fmax_ev_per_a": 5.198,
  "homo_ev": -9.1,
  "smiles": "C[N+](=O)[O-].C[N+](=O)[O-].C[N+](=O)[O-].C[N+](=O)[O-].C[N+](=O)[O-].O=S1(=O)OCCO1.CN(C)C=O.CN(C)C=O.CN(C)C=O",
  "e_tot_ev": -74786.1402
}

{
  "formula": "C19H39NO3Yb",
  "method": "the ωB97M-V functional and the def2-TZVPD basis",
  "symbols": ["C", "O", "C", "C", "C", "C", "C", "C", "C", "C", "C", "C", "C", "C", "C", "C", "C", "C", "C", "N", "O", "C", "O", "H", "H", "H", "H", "H", "H", "H", "H", "H", "H", "H", "H", "H", "H", "H", "H", "H", "H", "H", "H", "H", "H", "H", "H", "H", "H", "H", "H", "H", "H", "H", "H", "H", "H", "H", "H", "H", "H", "H", "Yb"],
  "xyz": [[6.539851, 1.551681, 2.564567], [7.008283, 2.095025, 1.334138], [8.207581, 1.423811, 0.911021], [7.993873, 0.819075, -0.472505], [6.883566, -0.244865, -0.517583], [5.510666, 0.314006, -0.925998], [4.376285, -0.716372, -0.686406], [3.464041, -0.969931, -1.939784], [2.019504, -0.537332, -1.703081], [1.345661, -1.533113, -0.772113], [-0.039355, -0.970963, -0.340674], [-1.030803, -2.074896, 0.069390], [-2.504586, -1.722202, -0.176891], [-3.031033, -0.592473, 0.723871], [-4.522634, -0.680867, 1.011986], [-5.426526, -0.065731, -0.070000], [-5.939343, 1.375059, 0.282713], [-7.475370, 1.496312, 0.341750], [-8.125269, 2.199776, -0.861411], [-7.358483, 3.357490, -1.358305], [-4.930749, -2.031683, 1.320657], [-6.073807, -2.071339, 2.036928], [-6.731282, -3.004623, 2.091752], [7.187861, 1.812991, 3.407917], [6.485906, 0.456528, 2.468818], [5.539504, 1.959715, 2.730698], [9.001653, 2.175594, 0.835957], [8.545494, 0.697203, 1.656910], [8.927666, 0.310281, -0.735279], [7.844483, 1.633149, -1.185798], [7.179231, -0.974802, -1.282807], [6.842168, -0.792024, 0.432957], [5.321183, 1.225345, -0.351332], [5.574335, 0.610999, -1.974635], [4.890696, -1.678777, -0.482089], [3.715780, -0.407580, 0.155622], [3.572206, -2.001183, -2.295689], [3.854134, -0.347029, -2.747092], [2.021501, 0.437855, -1.209550], [1.437676, -0.514266, -2.624304], [2.021117, -1.650841, 0.117851], [1.247057, -2.532460, -1.232823], [0.120740, -0.299178, 0.508153], [-0.397734, -0.408470, -1.202959], [-0.832831, -2.999855, -0.491856], [-0.869673, -2.326948, 1.132868], [-2.635561, -1.492119, -1.239104], [-3.068858, -2.636611, 0.024500], [-2.846440, 0.378129, 0.252283], [-2.490102, -0.616090, 1.678595], [-4.698697, -0.096939, 1.924523], [-6.317493, -0.669212, -0.258744], [-4.923388, 0.005595, -1.042158], [-5.488608, 2.067151, -0.428988], [-5.564802, 1.654467, 1.272931], [-7.977578, 0.531347, 0.469803], [-7.727674, 2.075366, 1.234428], [-8.363515, 1.499960, -1.676988], [-9.095870, 2.576732, -0.525377], [-6.659846, 3.001625, -2.007859], [-7.980035, 3.891291, -1.961203], [-6.403266, -1.166893, 2.584172], [2.851532, -2.805901, 1.203611]],
  "atomic_forces_ev_per_a": [[-0.2, 0.3, -0.5], [0.2, -0.8, 0.6], [0.0, 0.9, -0.5], [0.4, -0.5, 0.7], [0.1, 0.2, -0.7], [0.3, 0.1, 1.0], [-0.4, -0.5, -1.2], [0.5, 0.9, -0.1], [0.9, -1.1, 0.4], [-1.2, 0.6, -0.1], [0.4, -1.2, 0.5], [0.0, 0.1, -0.2], [0.1, -0.3, 0.4], [0.2, -0.5, -0.2], [-0.7, 0.6, 0.3], [-0.3, 0.8, -0.4], [0.2, -0.9, 0.2], [0.0, 0.6, -0.2], [-0.4, 0.1, -0.1], [-0.1, -0.4, -0.3], [0.8, 0.7, -0.3], [1.4, 3.3, 0.2], [-2.6, -4.4, 0.2], [-0.1, 0.0, -0.1], [-0.1, 0.0, 0.3], [0.1, 0.0, 0.1], [-0.1, -0.1, 0.1], [-0.2, -0.1, -0.1], [0.0, 0.2, -0.1], [-0.2, -0.2, -0.1], [-0.2, -0.1, 0.2], [-0.1, 0.2, 0.0], [0.0, -0.1, -0.1], [-0.3, -0.2, 0.0], [-0.1, -0.1, 0.4], [0.3, 0.1, 0.1], [-0.3, 0.0, 0.0], [0.1, -0.2, 0.0], [-0.2, 0.1, -0.3], [0.1, 0.2, 0.0], [-1.3, 1.8, -1.4], [0.1, 0.1, 0.0], [-0.2, 0.3, -0.3], [-0.1, 0.1, 0.1], [0.1, 0.2, -0.1], [-0.2, 0.0, -0.1], [0.0, 0.0, 0.1], [-0.1, 0.2, -0.1], [0.0, 0.0, 0.2], [0.0, 0.0, -0.1], [0.1, 0.0, -0.1], [0.2, -0.3, 0.2], [0.1, -0.3, 0.2], [-0.3, 0.2, 0.2], [0.2, 0.0, -0.2], [0.3, 0.0, 0.0], [0.0, 0.0, -0.1], [0.2, -0.1, 0.2], [0.1, 0.0, 0.0], [0.1, 0.2, 0.2], [0.1, 0.1, 0.2], [0.7, 0.4, -0.3], [1.4, -1.2, 0.9]],
  "total_charge": 2,
  "de_lowest_kcal_mol": 24.98,
  "lumo_ev": -9.9,
  "fmax_ev_per_a": 5.119,
  "homo_ev": -12.4,
  "e_tot_ev": -59477.7860
}